Entry 1:
{
  "formula": "C21H26BN6PdSi",
  "method": "wB97M-V/def2-TZVPD",
  "total_charge": -1,
  "total_energy_ha": -1586.69114,
  "gap_ev": 7.7,
  "e_lumo_ev": 3.0,
  "fmax_ev_per_a": 0.61,
  "spin_multiplicity": 1,
  "e_above_lowest_kcal_mol": 0.0,
  "homo_ev": -4.72,
  "elements": ["Pd", "C", "C", "N", "N", "C", "B", "N", "C", "C", "C", "N", "N", "C", "C", "C", "N", "H", "H", "H", "H", "H", "H", "H", "H", "H", "H", "C", "C", "C", "C", "C", "C", "C", "C", "H", "H", "H", "H", "H", "C", "Si", "C", "C", "C", "H", "H", "H", "H", "H", "H", "H", "H", "H", "H", "H"],
  "positions_angstrom": [[-0.240, -0.047, -0.437], [-2.522, 2.683, 1.999], [-2.395, 1.501, 1.262], [-1.425, 1.616, 0.363], [-0.897, 2.843, 0.515], [-1.543, 3.510, 1.481], [0.249, 3.340, -0.399], [-0.002, 2.802, -1.829], [-0.103, 3.588, -2.913], [-0.326, 2.795, -4.015], [-0.355, 1.499, -3.493], [-0.161, 1.502, -2.179], [1.633, 2.901, 0.110], [2.603, 3.649, 0.676], [3.681, 2.825, 0.923], [3.261, 1.567, 0.452], [2.033, 1.632, -0.036], [-3.222, 2.902, 2.786], [-2.943, 0.577, 1.341], [-1.271, 4.524, 1.722], [0.221, 4.546, -0.417], [-0.003, 4.656, -2.816], [-0.453, 3.103, -5.038], [-0.510, 0.574, -4.015], [2.454, 4.700, 0.862], [4.623, 3.092, 1.372], [3.789, 0.627, 0.451], [-0.364, -0.955, 1.251], [-0.414, -1.483, 2.344], [-0.470, -2.104, 3.630], [-0.404, -1.339, 4.803], [-0.459, -1.941, 6.050], [-0.581, -3.320, 6.162], [-0.648, -4.090, 5.008], [-0.592, -3.492, 3.759], [-0.309, -0.265, 4.713], [-0.405, -1.329, 6.943], [-0.623, -3.789, 7.138], [-0.742, -5.167, 5.084], [-0.642, -4.093, 2.861], [1.349, -1.255, -3.873], [0.052, -2.137, -2.822], [0.036, -3.934, -3.430], [-1.712, -1.584, -3.212], [0.470, -1.917, -1.048], [1.077, -1.201, -4.931], [2.291, -1.807, -3.803], [1.532, -0.246, -3.505], [-0.240, -3.976, -4.488], [-0.694, -4.526, -2.872], [1.012, -4.414, -3.318], [-1.909, -1.610, -4.289], [-1.942, -0.592, -2.829], [-2.409, -2.283, -2.740], [1.552, -1.970, -0.887], [0.011, -2.690, -0.429]]
}



Entry 2:
{
  "formula": "C3H6O4S",
  "method": "wB97M-V/def2-TZVPD",
  "total_energy_ha": -816.87754,
  "gap_ev": [8.5, 8.5],
  "e_lumo_ev": [-1.1, -1.1],
  "fmax_ev_per_a": 5.10,
  "spin_multiplicity": 1,
  "e_above_lowest_kcal_mol": 114.9,
  "homo_ev": [-9.61, -9.61],
  "elements": ["C", "C", "C", "O", "O", "O", "O", "S", "H", "H", "H", "H", "H", "H"],
  "positions_angstrom": [[-0.052, -0.244, 0.502], [1.109, -1.875, 0.137], [0.513, 1.126, 0.018], [-2.459, 0.471, -0.265], [-2.007, -1.906, 0.351], [-0.126, 2.063, 0.761], [0.320, 1.386, -1.333], [-1.567, -0.624, -0.075], [1.715, -1.479, -0.776], [1.877, -1.829, 0.940], [0.245, -2.534, 0.215], [1.506, 1.095, 0.294], [-1.043, 2.034, 0.667], [-0.029, 2.318, -1.437]]
}



Entry 3:
{
  "formula": "C18H19N3O2",
  "method": "wB97M-V/def2-TZVPD",
  "total_energy_ha": -1012.00559,
  "gap_ev": 8.3,
  "e_lumo_ev": 0.5,
  "fmax_ev_per_a": 0.97,
  "spin_multiplicity": 1,
  "e_above_lowest_kcal_mol": 78.9,
  "homo_ev": -7.82,
  "smiles": "COc1ccc(NCC(=O)N/N=C/C=C\\c2ccccc2)cc1",
  "elements": ["C", "H", "O", "C", "C", "C", "C", "C", "C", "H", "H", "N", "H", "C", "H", "C", "O", "N", "N", "C", "C", "C", "C", "C", "C", "C", "C", "C", "H", "H", "H", "H", "H", "H", "H", "H", "H", "H", "H", "H", "H", "H"],
  "positions_angstrom": [[-4.659, -2.010, 0.652], [-4.251, -2.530, -0.221], [-3.671, -1.270, 1.323], [-3.033, -0.272, 0.639], [-2.051, 0.421, 1.344], [-1.331, 1.436, 0.751], [-1.578, 1.795, -0.574], [-2.570, 1.110, -1.269], [-3.289, 0.087, -0.679], [-4.046, -0.417, -1.259], [-2.781, 1.380, -2.295], [-0.821, 2.758, -1.244], [-1.295, 3.146, -2.046], [-0.019, 3.705, -0.505], [0.324, 4.484, -1.191], [1.234, 3.061, 0.106], [1.794, 3.533, 1.072], [1.622, 1.950, -0.573], [2.529, 0.999, -0.260], [3.368, 1.111, 0.691], [4.257, 0.006, 0.985], [4.008, -1.284, 0.729], [2.760, -1.833, 0.197], [2.797, -2.733, -0.864], [1.629, -3.269, -1.375], [0.408, -2.933, -0.817], [0.361, -2.061, 0.260], [1.526, -1.516, 0.763], [1.486, -0.845, 1.608], [-0.587, -1.806, 0.708], [-0.504, -3.354, -1.213], [1.673, -3.957, -2.207], [3.749, -2.997, -1.302], [4.784, -2.013, 0.933], [5.193, 0.285, 1.451], [3.481, 2.005, 1.302], [1.020, 1.662, -1.338], [-0.566, 4.196, 0.313], [-0.576, 1.945, 1.328], [-1.864, 0.144, 2.370], [-5.017, -2.745, 1.372], [-5.496, -1.376, 0.338]]
}



Entry 4:
{
  "formula": "C16H64O16",
  "method": "wB97M-V/def2-TZVPD",
  "total_energy_ha": -1851.47147,
  "gap_ev": 9.5,
  "e_lumo_ev": 0.1,
  "fmax_ev_per_a": 2.55,
  "spin_multiplicity": 1,
  "e_above_lowest_kcal_mol": 185.9,
  "homo_ev": -9.43,
  "elements": ["C", "O", "H", "H", "H", "H", "C", "O", "H", "H", "H", "H", "C", "O", "H", "H", "H", "H", "C", "O", "H", "H", "H", "H", "C", "O", "H", "H", "H", "H", "C", "O", "H", "H", "H", "H", "C", "O", "H", "H", "H", "H", "C", "O", "H", "H", "H", "H", "C", "O", "H", "H", "H", "H", "C", "O", "H", "H", "H", "H", "C", "O", "H", "H", "H", "H", "C", "O", "H", "H", "H", "H", "C", "O", "H", "H", "H", "H", "C", "O", "H", "H", "H", "H", "C", "O", "H", "H", "H", "H", "C", "O", "H", "H", "H", "H"],
  "positions_angstrom": [[3.128, 5.353, 1.484], [4.391, 5.397, 0.854], [3.231, 5.171, 2.554], [2.543, 6.272, 1.432], [2.498, 4.572, 1.059], [4.797, 6.172, 1.250], [-3.786, -4.723, 3.635], [-4.601, -3.649, 4.082], [-2.881, -4.504, 3.069], [-3.528, -5.329, 4.503], [-4.540, -5.211, 3.016], [-4.373, -3.445, 4.992], [2.632, 3.692, 5.635], [2.003, 3.617, 4.378], [3.615, 3.336, 5.326], [2.677, 4.725, 5.979], [2.103, 3.069, 6.356], [1.052, 3.729, 4.447], [-0.872, -6.282, 1.409], [-0.907, -7.272, 0.459], [-1.129, -6.784, 2.341], [0.121, -5.837, 1.343], [-1.653, -5.538, 1.254], [-0.072, -7.746, 0.438], [-0.565, -0.820, 0.273], [0.348, 0.300, 0.366], [-1.596, -0.664, 0.592], [-0.747, -1.108, -0.762], [-0.208, -1.674, 0.848], [0.517, 0.598, 1.263], [3.588, -1.119, -0.195], [2.777, -0.738, -1.325], [4.532, -0.583, -0.289], [3.135, -0.846, 0.758], [3.725, -2.188, -0.352], [1.853, -0.691, -1.067], [-4.987, -0.378, 1.164], [-5.039, 0.762, 1.919], [-5.166, -0.264, 0.095], [-4.085, -0.980, 1.268], [-5.867, -0.918, 1.514], [-4.275, 1.304, 1.710], [2.162, 1.103, -5.010], [0.695, 1.093, -4.919], [2.415, 1.923, -5.683], [2.623, 1.294, -4.041], [2.583, 0.174, -5.395], [0.305, 0.367, -4.428], [-1.494, 2.103, -2.090], [-1.603, 1.775, -0.705], [-2.490, 2.258, -2.506], [-0.797, 2.917, -2.291], [-1.262, 1.164, -2.592], [-0.824, 1.292, -0.420], [-1.266, -2.099, -4.689], [-0.138, -1.432, -4.085], [-1.291, -2.047, -5.778], [-1.194, -3.153, -4.418], [-2.274, -1.837, -4.367], [0.524, -2.103, -4.268], [-0.692, 5.216, 0.238], [-0.443, 6.553, 0.500], [-1.335, 5.062, -0.628], [0.236, 4.702, -0.012], [-1.079, 4.667, 1.096], [0.074, 6.853, -0.251], [2.474, -4.588, -0.897], [3.777, -4.764, -0.344], [1.779, -5.267, -0.403], [2.142, -3.662, -0.428], [2.522, -4.561, -1.986], [3.733, -5.262, 0.476], [1.696, 0.648, 3.917], [1.633, 1.309, 2.661], [1.182, -0.299, 3.753], [2.638, 0.321, 4.357], [1.155, 1.159, 4.713], [2.080, 2.135, 2.857], [-4.692, 0.497, -4.049], [-5.970, 0.414, -3.448], [-3.912, 0.778, -3.342], [-4.477, -0.383, -4.656], [-4.794, 1.323, -4.753], [-6.588, -0.001, -4.054], [5.023, -1.317, -3.746], [3.772, -1.928, -3.611], [4.963, -0.284, -4.090], [5.627, -1.394, -2.842], [5.587, -1.915, -4.461], [3.365, -1.518, -2.843], [-2.062, 1.857, 2.843], [-2.772, 2.519, 1.850], [-2.166, 0.772, 2.860], [-1.007, 1.937, 2.580], [-2.218, 2.463, 3.735], [-2.313, 2.389, 1.017]]
}